The following is a quantum chemistry calculation of a cluster of 9 separate species, C49H78NO28P in total, from the OMol25 dataset.

Cartesian coordinates (Å):
H (3.457, 0.100, 10.456)
C (-0.557, 7.593, 9.514)
H (0.871, 5.706, 10.516)
C (2.237, -6.255, -6.340)
C (3.785, -4.736, -4.651)
H (-0.352, 4.925, 9.473)
H (0.845, -1.148, -2.992)
H (-0.053, 9.926, 8.653)
H (-1.160, -7.728, 2.793)
H (0.315, 4.860, 3.297)
H (-1.559, 8.494, -1.684)
H (0.220, -2.860, -0.141)
C (-0.126, -7.851, 0.106)
H (-2.064, -9.218, 2.572)
O (0.690, -1.984, -12.097)
H (-8.146, 3.508, 2.808)
C (-8.184, 4.575, 2.587)
H (6.677, 2.277, 6.004)
C (2.231, 2.360, 9.154)
O (2.942, 1.729, 8.416)
H (0.621, -6.092, -1.617)
H (-1.408, 1.043, -11.757)
H (1.627, 4.824, 2.080)
C (-4.267, -5.335, -2.308)
H (-1.093, 1.043, -0.697)
H (-2.442, -0.412, -13.519)
C (-2.034, -2.848, -5.544)
O (5.686, 2.428, 1.931)
C (4.219, -5.979, -5.050)
C (-0.185, 5.483, 10.393)
H (1.546, -8.994, -6.143)
H (-0.842, -0.946, -14.008)
O (0.352, -6.951, 0.747)
O (-7.346, 4.886, 1.466)
C (-7.814, 5.407, 3.797)
H (2.536, 0.376, 11.925)
H (4.103, 4.238, 8.719)
H (-2.971, 6.589, -1.005)
H (0.863, 3.322, 2.620)
O (1.382, 1.858, 10.050)
H (-7.814, 6.469, 3.544)
C (4.567, -3.871, -3.689)
C (1.752, -1.582, -2.575)
C (-2.090, 6.836, -0.415)
O (6.155, 2.364, 4.036)
C (3.082, 4.373, 8.365)
C (-1.099, 7.597, -1.271)
H (5.180, -6.337, -4.683)
H (3.775, -7.743, -6.223)
H (-3.571, -2.870, -7.051)
C (-1.088, -8.815, 2.847)
O (2.168, 3.690, 9.227)
O (5.781, -3.920, -3.600)
O (-0.525, -7.776, -1.165)
H (-0.603, -6.563, -2.804)
C (1.347, 0.426, 10.130)
H (-0.513, 4.877, 11.234)
O (-0.410, 6.668, 1.666)
C (3.718, -2.971, -2.825)
H (-4.785, -6.003, -2.995)
H (-0.838, -2.162, -1.433)
O (-1.401, 8.623, 9.560)
O (-1.119, -0.904, -11.272)
C (-1.392, -0.118, -13.560)
H (-0.226, 7.893, -0.689)
C (4.085, -2.646, -1.531)
C (1.817, -4.995, -5.970)
C (0.157, -0.676, -0.263)
C (-0.258, -1.918, -11.359)
H (-4.915, -5.130, -1.460)
C (0.688, 4.372, 2.399)
C (-0.875, 0.188, -12.169)
O (-5.717, 3.569, 2.322)
O (-0.336, -7.175, -6.707)
C (-3.077, -4.144, -3.908)
C (3.292, -1.815, -0.779)
H (1.220, -3.806, -10.414)
C (-0.391, -6.476, -1.742)
H (3.612, -1.591, 0.238)
O (0.407, 7.496, 8.799)
H (2.415, -1.184, 11.085)
H (2.985, 4.028, 7.338)
H (-1.939, -3.205, -7.667)
H (-4.100, 3.158, 0.414)
C (-2.626, -3.370, -6.836)
H (-1.645, 10.565, 9.030)
H (-3.351, -5.797, -1.948)
O (1.545, -2.115, -5.481)
O (-0.361, -9.088, 0.540)
H (-0.866, -9.095, 3.877)
C (2.585, -4.224, -5.129)
C (-0.472, -2.052, -0.402)
C (-1.608, 9.366, 7.252)
P (1.146, -7.270, -7.443)
O (-0.971, 6.678, 10.390)
H (2.830, 5.431, 8.405)
H (-9.202, 4.807, 2.277)
O (-1.540, 5.586, 0.030)
H (1.326, -0.012, 9.132)
H (5.534, 2.373, -0.092)
H (-1.478, 10.223, 6.590)
H (0.068, -10.416, 2.012)
O (-4.001, -4.084, -2.947)
O (1.638, -8.816, -7.091)
H (0.406, 0.172, 10.616)
H (-8.519, 5.236, 4.611)
H (-3.522, 4.714, 1.075)
H (-2.424, 7.431, 0.435)
H (5.026, 1.740, 5.660)
C (2.506, -0.106, 10.947)
H (3.150, 1.733, -0.184)
H (3.352, 3.137, 0.884)
H (-3.749, 4.510, -0.664)
C (5.084, 1.862, 0.758)
C (3.457, -6.757, -5.895)
H (5.009, -3.022, -1.097)
H (-0.015, -4.590, -11.445)
C (5.584, 1.691, 3.036)
H (-2.834, -4.439, -6.767)
H (-1.063, 8.520, 6.833)
H (-1.794, -1.791, -5.651)
C (-1.118, 9.692, 8.647)
H (0.959, -8.909, 2.143)
H (-6.813, 5.160, 4.150)
C (2.534, -2.431, -3.313)
H (-0.131, 1.158, 0.763)
C (-0.018, -9.335, 1.911)
O (-2.973, -2.940, -4.461)
H (-0.743, 6.970, -2.090)
H (-0.144, -4.662, -9.682)
O (-2.449, -5.124, -4.222)
N (1.391, -0.385, -0.435)
H (0.865, -4.583, -6.306)
C (-0.712, 5.666, 1.074)
C (0.163, -4.042, -10.521)
H (-1.363, -2.165, 0.227)
O (-0.268, 4.437, 1.338)
H (-1.292, 0.754, -14.206)
O (5.057, 0.612, 3.124)
C (3.586, 2.078, 0.753)
C (-6.141, 4.315, 1.478)
H (0.185, 0.441, -12.183)
C (-0.750, 0.469, 0.171)
H (6.422, 0.694, 5.259)
H (-0.242, -7.189, -5.742)
H (3.108, 1.539, 1.572)
H (-2.664, 9.091, 7.273)
H (5.336, 0.805, 0.671)
O (-0.637, -2.857, -10.491)
H (-1.563, 0.144, 0.827)
H (-1.114, -5.793, -1.297)
C (6.057, 1.718, 5.308)
C (-4.134, 4.241, 0.314)
C (2.111, -1.263, -1.277)
H (-1.108, -3.365, -5.288)
O (-5.478, 4.725, 0.396)
C (2.151, -2.837, -4.713)

Computed properties:
- 2S+1 = 1
- molar mass (g/mol) = 1160.12
- DFT total energy (Ha) = -4416.90327
- charge = 0
- HOMO (eV) = -8.95
- SMILES = CC(C)=Nc1ccc2c(c1)C(=O)c1cc(P(O)O)ccc1C2=O.CCOC(=O)OC.CCOC(=O)OC.CCOC(=O)OC.CCOC(=O)OC.CCOC(=O)OC.CCOC(=O)OC.CCOC(=O)OC.CCOC(=O)OC

Mulliken population analysis, charges in e, atoms 1 to 4: H 0.3037; C 0.7699; H 0.2594; C -0.2455

=====

The following is a quantum chemistry calculation of a cluster of 12 separate species, C49H78O23S7 in total, from the OMol25 dataset.

Cartesian coordinates (Å):
H (-18.529, -35.939, 7.837)
S (-23.655, -33.412, 8.649)
H (-16.425, -28.349, 6.609)
O (-23.840, -31.956, 8.770)
C (-17.397, -30.696, 3.350)
C (-11.255, -35.284, 2.380)
C (-17.446, -34.079, 4.769)
H (-14.114, -34.059, 4.527)
H (-14.621, -36.261, 3.416)
H (-15.897, -33.675, 8.003)
C (-18.701, -40.043, 4.138)
C (-8.012, -30.394, 5.616)
H (-10.021, -33.600, 1.823)
C (-9.672, -35.355, 4.682)
O (-10.757, -30.044, 5.441)
H (-14.600, -32.035, 9.479)
H (-16.654, -30.668, 9.975)
H (-12.902, -36.694, 8.708)
H (-11.768, -35.410, 1.438)
C (-20.690, -30.673, 8.357)
H (-7.961, -31.409, 5.221)
O (-21.438, -39.849, 9.157)
C (-13.239, -36.639, -1.639)
H (-19.380, -37.754, 6.434)
C (-11.088, -31.390, 5.017)
S (-9.583, -29.821, 6.595)
C (-12.466, -34.669, 9.567)
H (-19.870, -35.332, 6.095)
C (-17.384, -28.296, 3.045)
C (-15.128, -34.410, 4.406)
H (-18.965, -32.494, 1.138)
H (-9.009, -35.334, 5.535)
H (-10.383, -31.647, 4.226)
O (-24.697, -34.326, 8.182)
H (-17.283, -36.488, 6.736)
H (-15.736, -42.344, 3.182)
H (-20.121, -34.059, 7.274)
H (-18.032, -38.817, 7.043)
H (-20.326, -28.703, 9.280)
C (-14.274, -33.046, 9.289)
H (-20.572, -33.962, 5.590)
C (-14.294, -36.352, -0.736)
H (-17.063, -27.410, 2.516)
O (-16.112, -39.888, 5.804)
H (-18.776, -35.560, 4.141)
H (-11.569, -34.923, 10.113)
O (-13.633, -28.742, 5.128)
H (-16.926, -37.019, 3.172)
C (-20.599, -34.611, 6.465)
H (-20.560, -32.216, 0.380)
O (-17.402, -39.623, 3.609)
O (-22.288, -35.236, 0.408)
H (-18.673, -31.485, 4.796)
H (-8.093, -29.813, 4.698)
H (-13.190, -36.343, -2.676)
C (-19.762, -39.082, 3.596)
C (-23.078, -34.126, 10.246)
H (-15.186, -28.979, 7.733)
H (-15.678, -42.331, 4.939)
H (-15.689, -29.301, 4.791)
H (-17.067, -31.625, 2.910)
O (-12.166, -27.402, 6.834)
S (-13.279, -27.261, 5.891)
H (-20.735, -28.580, 7.580)
C (-13.218, -35.671, 8.847)
H (-23.867, -34.786, 10.606)
H (-12.425, -32.604, 10.283)
H (-15.096, -35.844, 7.677)
C (-19.018, -40.921, 8.755)
O (-18.628, -32.806, 8.825)
H (-21.221, -31.945, 2.747)
C (-10.655, -36.293, 4.445)
H (-15.148, -36.861, 1.176)
C (-13.005, -33.368, 9.786)
H (-21.910, -29.036, 8.861)
H (-20.204, -33.258, 3.306)
C (-18.324, -30.588, 4.308)
O (-9.427, -28.409, 6.817)
H (-18.196, -33.489, 5.274)
H (-20.777, -31.261, 9.270)
C (-16.718, -36.038, 3.573)
C (-15.413, -35.618, 3.770)
H (-22.667, -35.244, 6.233)
O (-13.181, -26.195, 4.896)
C (-11.493, -36.218, 3.376)
H (-17.253, -42.431, 4.083)
H (-19.708, -39.139, 2.509)
O (-19.522, -38.354, 8.362)
S (-18.108, -31.541, 8.318)
H (-19.492, -29.255, 5.527)
C (-18.786, -29.367, 4.718)
H (-22.130, -34.654, 10.143)
C (-17.734, -35.276, 4.127)
H (-18.174, -40.752, 8.087)
C (-16.165, -33.599, 4.853)
H (-11.604, -38.862, 0.446)
H (-11.661, -32.248, 6.966)
C (-20.898, -29.173, 8.480)
O (-17.057, -31.384, 7.313)
C (-20.004, -32.821, 1.096)
H (-18.609, -27.169, 4.299)
O (-22.322, -33.725, 7.666)
C (-14.995, -33.950, 8.530)
C (-16.934, -29.575, 2.679)
C (-12.310, -38.138, 0.066)
H (-19.397, -41.942, 8.808)
H (-8.550, -33.772, 3.898)
H (-22.943, -33.269, 10.906)
C (-17.876, -36.780, 7.603)
H (-12.173, -37.057, 3.398)
H (-12.037, -31.253, 4.500)
C (-17.707, -30.511, 9.741)
O (-21.796, -33.811, 2.409)
O (-20.581, -40.092, 6.746)
H (-18.621, -40.084, 5.224)
C (-22.033, -34.966, 7.075)
H (-16.230, -29.666, 1.865)
O (-20.967, -36.263, 2.269)
S (-20.358, -39.812, 8.183)
H (-18.341, -30.752, 10.595)
H (-10.778, -37.023, 5.231)
C (-18.275, -28.185, 4.145)
H (-14.852, -30.459, 5.787)
H (-21.512, -31.155, 7.828)
S (-21.305, -35.073, 1.463)
H (-15.966, -32.666, 5.359)
O (-14.782, -27.237, 6.693)
O (-19.986, -34.202, 0.889)
C (-12.248, -37.493, -1.232)
H (-15.023, -35.577, -0.923)
C (-14.328, -36.998, 0.487)
H (-18.825, -40.629, 9.787)
C (-20.759, -32.885, 2.445)
H (-19.481, -38.039, 3.736)
H (-10.291, -32.996, 6.138)
H (-18.993, -41.040, 3.807)
S (-16.033, -40.160, 4.350)
C (-14.468, -35.220, 8.296)
C (-16.253, -41.996, 4.076)
O (-19.385, -30.662, 7.728)
H (-11.728, -33.297, 5.412)
C (-13.358, -37.876, 0.898)
H (-17.841, -29.442, 9.576)
H (-11.429, -37.716, -1.899)
O (-15.018, -39.604, 3.453)
O (-9.792, -30.672, 7.749)
C (-18.711, -37.993, 7.260)
H (-21.802, -35.829, 7.699)
H (-20.764, -39.320, 3.954)
C (-15.360, -28.526, 6.757)
C (-11.252, -32.504, 5.989)
H (-7.138, -30.161, 6.225)
C (-9.408, -34.394, 3.692)
C (-10.207, -34.393, 2.532)
H (-13.474, -38.331, 1.871)
H (-17.350, -37.009, 8.529)
C (-14.933, -29.394, 5.571)

Computed properties:
- 2S+1 = 1
- molar mass (g/mol) = 1259.61
- DFT total energy (Ha) = -6431.40888
- charge = 0
- HOMO (eV) = -9.18
- SMILES = CCOS(C)(=O)=O.CCOS(C)(=O)=O.CCOS(C)(=O)=O.CCOS(C)(=O)=O.CCOS(C)(=O)=O.O=S1(=O)OCCO1.O=S1(=O)OCCO1.c1ccccc1.c1ccccc1.c1ccccc1.c1ccccc1.c1ccccc1

Mulliken population analysis, charges in e, atoms 1 to 4: H 0.0861; S 1.1666; H 0.1359; O -0.5766

=====

The following is a quantum chemistry calculation of a structure of composition C49H94Br12Hg2N5O5, from the OMol25 dataset.

Cartesian coordinates (Å):
H (-5.736, -1.756, 10.057)
H (-3.705, 0.788, 3.475)
H (-2.082, -0.535, 2.272)
H (-3.321, -0.811, 12.213)
H (2.316, 6.665, 9.597)
H (5.612, 3.730, 9.424)
C (-6.286, 3.102, 13.329)
H (-4.672, -0.496, 7.556)
O (1.331, 5.286, 4.909)
C (-1.453, 4.850, 10.893)
Br (-4.481, 6.532, 10.160)
C (-1.882, 1.423, 4.419)
H (-2.001, 6.145, 8.315)
C (-0.306, 7.579, 6.215)
C (2.307, 7.468, 6.486)
C (1.066, 8.111, 2.542)
C (1.070, 5.691, 2.177)
H (-1.910, 2.942, 2.694)
C (-4.613, 0.088, 8.475)
C (5.372, 5.504, 7.582)
H (5.555, 6.206, 6.767)
H (0.793, -1.084, 10.427)
H (-2.997, -1.746, 3.079)
H (3.264, 7.586, 5.978)
H (7.635, 3.742, 7.739)
H (-0.576, -3.206, 10.795)
H (1.234, 2.879, 14.345)
H (2.378, 6.577, 7.109)
Br (1.046, 1.579, 16.450)
Br (-3.225, 8.765, 8.120)
Br (2.705, 7.497, 12.995)
H (-3.713, 1.362, 10.413)
H (7.349, 4.632, 6.239)
C (0.916, 2.953, 11.638)
H (1.359, 3.728, 12.263)
C (-1.480, -0.318, 11.250)
H (-2.118, -3.029, 11.519)
C (-1.111, -1.505, 3.911)
H (2.123, 7.940, 2.338)
H (4.340, 5.650, 7.903)
H (-2.859, 0.872, 12.503)
H (1.326, -0.898, 6.233)
N (0.083, 3.609, 9.380)
H (-5.654, 0.290, 8.726)
H (6.736, 2.912, 4.354)
H (-0.258, -1.751, 6.547)
H (-1.392, -2.399, 4.467)
H (-0.308, 2.494, 3.283)
H (-0.905, 0.607, 11.270)
H (0.662, 5.885, 8.306)
H (3.866, 2.859, 3.729)
H (-5.582, 8.299, 8.602)
Br (-6.187, 3.653, 15.322)
H (-2.717, 4.689, 8.721)
C (-2.900, 0.296, 4.020)
H (1.521, 6.316, 11.049)
C (-3.939, 0.350, 10.750)
H (0.965, 9.848, 5.367)
C (4.599, 0.857, 6.291)
H (-0.128, 6.953, 9.469)
C (7.043, 3.764, 6.824)
H (1.354, 10.234, 2.983)
H (-0.734, 4.890, 11.711)
H (-4.558, -2.803, 9.297)
C (4.329, 1.921, 4.036)
H (4.542, 2.537, 8.676)
Br (4.233, 8.939, 10.540)
O (-0.655, 2.545, 8.618)
H (4.796, -0.065, 5.744)
C (-1.306, 2.114, 3.067)
H (-1.309, 5.925, 2.539)
H (2.159, 5.666, 2.193)
H (2.953, 1.948, 10.230)
C (2.075, 2.089, 9.600)
H (-2.140, 3.164, 5.726)
N (-2.451, -0.969, 9.156)
C (5.460, 3.110, 8.541)
H (0.882, -2.268, 5.351)
H (-0.305, 8.309, 7.025)
H (0.262, -2.144, 9.036)
H (6.182, 2.313, 8.721)
C (-0.970, 6.647, 3.282)
H (2.876, 4.507, 10.957)
Br (-1.208, 2.094, 14.268)
O (0.036, 1.604, 5.917)
H (-0.374, 6.540, 6.537)
H (7.148, 1.753, 7.017)
H (5.230, 0.869, 7.180)
Br (-5.082, 6.367, 6.842)
H (3.540, 0.863, 6.550)
C (-2.352, -0.888, 3.267)
Br (-4.482, 3.300, 12.491)
H (-3.362, -0.035, 4.951)
C (0.941, -0.151, 3.495)
H (-4.149, 0.997, 8.091)
H (2.532, 9.330, 4.811)
H (-2.005, 3.913, 10.981)
H (-4.350, -2.323, 10.974)
H (8.453, 2.386, 5.995)
H (-1.480, 4.711, 7.454)
H (2.350, 8.276, 7.217)
C (-2.869, 0.072, 11.762)
H (-0.142, 2.755, 11.813)
C (-3.888, -0.666, 9.596)
H (-0.538, -1.997, 3.126)
H (1.385, 2.010, 11.919)
C (1.251, 3.291, 10.204)
H (0.853, 5.928, 1.136)
H (2.420, 2.080, 8.566)
C (0.550, 6.766, 3.158)
H (-1.485, 7.561, 2.990)
H (0.639, 4.691, 2.213)
H (-3.455, 2.939, 4.614)
H (1.653, 0.640, 3.730)
H (-2.105, 5.688, 11.140)
C (-2.726, 2.399, 5.218)
H (3.433, 1.300, 4.031)
C (-1.559, -2.770, 10.620)
C (-0.690, 4.853, 9.563)
H (6.893, 1.297, 4.642)
Hg (0.775, 3.673, 6.889)
H (-1.319, 6.246, 4.234)
C (1.662, 5.917, 10.045)
H (-6.506, 2.045, 13.179)
N (1.342, 6.668, 4.433)
C (0.447, -1.378, 5.804)
C (7.396, 2.480, 6.244)
H (3.078, 4.475, 9.304)
C (2.280, 4.495, 10.045)
H (1.506, 1.179, 9.792)
C (0.906, 9.328, 3.390)
H (0.530, -0.004, 2.496)
H (-0.159, 9.555, 3.437)
C (5.565, 3.951, 7.248)
C (-4.670, -1.971, 9.993)
H (0.523, 8.281, 1.612)
N (-0.828, 0.689, 5.115)
H (6.014, 5.702, 8.440)
H (1.751, 8.690, 10.840)
H (-1.206, 1.437, 2.219)
C (4.929, 2.086, 5.434)
H (-1.198, 7.850, 5.650)
C (0.436, 2.787, 15.082)
H (0.262, -0.362, 8.942)
C (2.486, 8.941, 11.604)
Br (-7.654, 4.266, 12.319)
H (-3.372, 1.949, 5.972)
C (-1.343, -1.337, 10.095)
Br (1.919, 10.782, 12.274)
C (0.311, 5.965, 9.335)
Br (0.050, 4.661, 15.686)
C (-4.756, 7.604, 8.454)
C (-1.745, 5.093, 8.439)
H (-2.121, -3.331, 9.874)
H (5.004, 1.554, 3.263)
H (1.627, -0.981, 3.328)
C (1.102, 7.639, 5.443)
O (3.288, 3.670, 6.345)
C (0.103, -1.221, 9.594)
H (-4.892, 0.352, 11.280)
C (6.440, 2.176, 5.101)
O (-2.346, -1.723, 7.900)
C (1.474, 9.069, 4.799)
Hg (-1.349, 0.456, 7.597)
N (4.684, 3.415, 6.147)
H (-0.920, -0.779, 12.064)
C (-0.151, -0.529, 4.638)

Computed properties:
- 2S+1 = 2
- molar mass (g/mol) = 2193.35
- DFT total energy (Ha) = -33767.69312
- charge = 0
- HOMO (spin up / spin down) (eV) = -6.56 / -6.43
- <S²> = 1.57

Mulliken population analysis, charges in e, atoms 1 to 4: H 0.4921; H 0.4903; H 0.4138; H 0.2353

=====

Computed maximum force (eV/Å) in order:
1.9, 3.9, 5.8